Record 1
57
Properties=species:S:1:pos:R:3:lowdin_charge:R:1 method="wB97M-V/def2-TZVPD" multiplicity=1 relative_energy_kj_mol=116.58 e_lumo_ev=2.58 max_force_ev_per_a=2.0 charge=-1
Sr -0.327 1.030 -0.319 1.057
C 0.409 4.039 2.323 -0.078
C 1.250 3.271 3.337 -0.377
C 2.700 3.765 3.331 -0.072
C 1.211 1.786 3.106 -0.296
C 1.607 0.759 3.980 -0.018
C 1.395 -0.393 3.262 -0.084
N 0.908 -0.074 2.042 -0.052
N 0.796 1.278 1.959 -0.005
B 0.528 -1.238 1.053 -0.545
N -1.029 -1.493 0.911 -0.061
C -1.545 -2.656 1.381 -0.093
C -2.902 -2.661 1.159 -0.018
C -3.160 -1.429 0.528 -0.285
N -2.037 -0.751 0.396 0.018
C -4.443 -0.843 0.009 -0.375
C -5.653 -1.626 0.508 -0.095
C -4.402 -0.761 -1.518 -0.077
N 1.352 -1.271 -0.294 -0.059
C 2.000 -2.423 -0.581 -0.093
C 2.656 -2.285 -1.779 -0.014
C 2.366 -0.971 -2.176 -0.298
N 1.606 -0.356 -1.289 0.026
C 2.764 -0.235 -3.423 -0.376
C 1.646 -0.334 -4.462 -0.064
C 4.094 -0.740 -3.975 -0.089
H 0.405 5.103 2.566 0.076
H -0.623 3.688 2.308 0.080
H 0.814 3.931 1.315 0.074
H 0.838 3.446 4.337 0.135
H 3.160 3.561 2.362 0.086
H 3.294 3.266 4.098 0.071
H 2.741 4.841 3.510 0.072
H 1.983 0.850 4.985 0.097
H 1.563 -1.422 3.528 0.112
H 0.893 -2.227 1.617 0.096
H -0.909 -3.394 1.840 0.107
H -3.603 -3.437 1.412 0.092
H -4.504 0.181 0.390 0.136
H -5.669 -2.632 0.079 0.075
H -6.575 -1.125 0.207 0.071
H -5.655 -1.722 1.596 0.072
H -4.257 -1.759 -1.945 0.079
H -3.589 -0.105 -1.849 0.036
H -5.343 -0.358 -1.902 0.071
H 1.949 -3.261 0.092 0.109
H 3.258 -3.017 -2.288 0.095
H 2.868 0.817 -3.147 0.132
H 1.456 -1.380 -4.721 0.080
H 1.922 0.200 -5.375 0.073
H 0.726 0.106 -4.070 0.061
H 4.004 -1.770 -4.332 0.071
H 4.880 -0.713 -3.218 0.076
H 4.410 -0.126 -4.821 0.071
C -1.498 1.792 -2.225 -0.509
H -1.226 0.808 -2.723 -0.225
H -1.501 2.470 -3.096 -0.252



Record 2
68
Properties=species:S:1:pos:R:3:mulliken_spin:R:1 method="wB97M-V/def2-TZVPD" multiplicity=2 e_lumo_ev=2.20 max_force_ev_per_a=4.2 charge=-1
Ce 10.575 11.664 10.322 1.016
C 12.940 10.675 14.907 0.000
C 12.365 10.908 13.542 0.000
N 11.501 11.820 13.442 0.001
O 11.317 12.576 14.593 0.000
C 12.797 10.019 12.419 0.002
C 13.690 8.886 12.610 0.000
N 12.369 10.283 11.199 -0.010
O 12.610 9.561 10.154 0.001
H 13.812 11.247 15.138 0.000
H 13.332 9.676 15.125 0.000
H 12.202 10.840 15.667 0.000
H 10.640 13.222 14.326 0.000
H 14.643 9.185 13.115 0.000
H 13.923 8.505 11.596 0.000
H 13.224 8.076 13.159 0.000
Br 5.401 11.141 8.014 0.000
C 5.910 14.359 9.746 0.000
Br 7.355 14.916 8.521 0.000
H 5.825 15.303 10.291 0.000
H 5.119 14.040 9.138 0.000
Br 9.240 13.951 12.463 0.000
C 7.252 13.698 12.698 0.000
Br 9.109 9.747 11.940 -0.003
H 6.950 14.714 12.767 0.000
H 7.115 12.987 13.447 0.000
C 15.782 14.122 5.997 0.000
C 14.778 13.444 6.878 0.000
C 13.425 13.562 6.546 0.001
C 12.473 12.947 7.323 0.002
N 12.786 12.308 8.474 0.001
C 14.053 12.152 8.762 0.001
C 15.063 12.812 8.074 0.000
H 16.756 14.243 6.424 0.000
H 15.387 15.131 5.783 0.000
H 15.834 13.552 5.033 0.000
H 13.134 14.149 5.698 0.000
H 11.404 13.063 7.215 -0.001
H 14.269 11.635 9.679 0.000
H 16.108 12.748 8.409 0.000
C 6.711 7.547 9.546 0.000
C 7.434 7.722 8.176 0.000
N 8.142 8.956 8.065 0.000
C 9.385 9.257 8.364 0.001
S 9.966 10.814 7.773 -0.005
N 10.300 8.429 8.981 0.000
C 10.159 7.120 9.570 0.000
C 11.165 6.888 10.644 0.000
H 6.286 6.598 9.691 0.000
H 5.881 8.319 9.543 0.000
H 7.315 7.882 10.396 0.000
H 6.682 7.649 7.349 0.000
H 8.156 6.886 8.013 0.000
H 7.531 9.684 7.762 0.000
H 11.173 8.935 9.156 0.000
H 10.323 6.311 8.826 0.000
H 9.163 6.906 9.935 0.000
H 12.195 7.031 10.307 0.000
H 11.104 5.830 10.945 0.000
H 11.033 7.493 11.524 0.000
Cl 10.271 16.940 10.106 0.000
C 11.705 15.891 10.176 -0.001
Cl 12.569 16.261 11.621 0.000
Cl 12.807 16.045 8.747 0.000
C 11.237 14.351 10.163 -0.004
O 10.377 13.988 9.345 0.002
O 11.850 13.637 11.003 -0.002
Se 6.296 12.732 10.904 0.001



no.,HOMO (eV)
1,-0.43
2,-5.01